1.
Density functional theory data (ωB97M-V/def2-TZVPD) for C25H25BrINO2Se2Ta as an isolated structure in a non-equilibrium geometry.

Summary:
Lowest unoccupied orbital energy (spin up / spin down), Ha: -0.26402 / -0.26373
Kohn-Sham gap (spin up / spin down), eV: 2.27 / 2.26
Max |F|, eV Å⁻¹: 4.83

Geometry as ORCA input:
```
! RIJCOSX wB97M-V def2-TZVPD def2/J DEFGRID3
* xyz 1 1
C 2.06379 3.69639 4.83893
H 0.84420 -5.90880 -0.67542
C -2.43598 -0.52022 -4.71603
C -1.06281 -3.91624 -0.79461
C -0.59044 3.72944 -0.14746
C -1.52308 0.21723 -5.41175
H -0.32639 -5.82618 0.66323
H 1.40226 0.63960 5.99261
Ta -0.80690 -0.40587 -0.44599
H -1.50182 5.57913 -0.92248
H 0.53635 5.16980 1.02755
C 1.14060 1.83660 1.20727
Br -2.04644 0.82520 -7.15838
O 1.65599 -5.65807 1.18231
N -0.94577 -0.42545 -2.90457
C 0.04885 1.31752 0.48764
H 1.28778 -3.48109 -2.00870
H -3.31068 -0.92522 -5.26593
C 3.33857 3.18717 5.16155
C 1.13666 2.66596 5.09578
C -1.50109 4.43799 -0.95432
H 0.94612 0.55915 -3.09362
C 3.17902 1.81924 5.52611
H 1.24868 -3.00917 1.77306
O -1.44163 -2.61187 -1.22849
H -0.94703 -4.61456 -1.63523
C 1.29579 3.18769 1.36107
H 0.34056 1.25903 -5.51125
C -0.68798 2.31684 -0.24832
H -3.15631 1.74281 -2.50828
H 2.35346 -3.79609 -0.55558
C 1.82143 1.52608 5.56939
H 2.02169 -6.52392 1.08506
C -2.43034 3.77008 -1.76295
H -3.24285 4.35372 -2.13424
H 2.06691 3.53823 2.04497
Se -0.86660 -1.62125 1.93344
H 4.25266 3.76079 5.37819
C 0.61374 -5.39734 0.26079
C -1.52394 1.61291 -1.12770
Se 1.47704 -1.27820 -0.75531
H -1.86597 -4.35220 -0.18278
H 1.76270 1.18115 1.83032
H -2.81385 -1.24202 -2.74547
C -0.28348 0.56415 -4.90888
C 0.21563 -3.26970 1.45410
C 0.24409 -3.88220 -0.00091
H -1.28325 -2.59426 -2.18598
C -2.09556 -0.86002 -3.43537
I -3.72584 -0.40830 0.04953
H 1.86621 4.63074 4.32577
C -2.42381 2.33568 -1.89656
H 3.94591 1.02590 5.71588
H 0.08627 2.91897 4.97589
C 0.00225 0.23361 -3.60698
C 1.40904 -3.32608 -0.90021
H -0.22961 -3.91133 2.19475
C 0.46520 4.12683 0.69458
*
```

Löwdin atomic charge list, values in e, 8 entries: -0.08 0.13 -0.09 -0.18 -0.18 -0.64 0.13 0.11



2.
Density functional theory data (ωB97M-V/def2-TZVPD) for C25H25ClCrN5O2P as an isolated structure.

Summary:
Lowest unoccupied orbital energy (spin up / spin down), Ha: -0.22193 / -0.21677
Kohn-Sham gap (spin up / spin down), eV: 8.47 / 8.54
Max |F|, eV Å⁻¹: 0.09
<S²>: 6.02

Geometry as ORCA input:
```
! RIJCOSX wB97M-V def2-TZVPD def2/J DEFGRID3
* xyz 2 5
N -1.79768 -2.62900 -2.82839
C 2.60053 1.88712 2.12582
C -1.65587 1.67695 -0.92277
N -0.01127 0.21153 -3.99345
H -4.11431 -0.66919 -1.03280
H -0.11674 2.41955 2.58902
H -1.33953 -1.20376 -5.67258
C 3.46726 2.96434 2.07985
C 3.23868 -3.10477 0.48974
H -2.54273 -1.57964 4.20630
H 1.49757 1.97698 -1.09477
H -2.38126 0.23014 0.50580
H -0.83237 -1.81930 2.45297
C -2.45672 0.60316 -0.51117
P 0.76946 0.11154 1.00554
H 4.02776 3.24323 2.96170
H -2.17677 -2.69451 -5.32312
C 3.62051 3.68591 0.90039
N -1.66795 -1.88611 -5.00284
H -1.83602 2.64076 4.33607
Cl 1.99466 -1.58899 -1.36216
C -0.65158 1.54179 2.93036
C -2.30172 0.54830 4.37328
H -0.79967 -3.33855 -1.25892
C 1.81375 -1.32946 1.36569
H 2.48703 1.32743 3.04661
C -1.35549 -1.72822 -3.73146
C 2.37092 -2.04771 0.31487
H 3.03921 3.88929 -1.15411
C -3.62336 0.68399 -2.61991
O 0.72592 0.93434 -3.33707
H 1.72790 -1.20137 3.50427
C -1.83345 2.23774 -2.19187
C 2.03730 2.25430 -0.19483
H -2.96928 2.19127 -4.00596
H -2.21491 -2.56552 -0.89452
H -1.22567 3.07942 -2.49655
H 4.30204 4.52535 0.86976
H 3.65806 -3.62662 -0.35914
H -0.97617 2.14912 -0.22036
C 2.15195 -1.72722 2.65777
C 3.56130 -3.47302 1.78980
C 1.87539 1.53207 0.98601
H 3.27236 -3.08280 3.87717
C -0.36487 0.28811 2.39710
C -2.01952 -0.70588 3.84174
Cr -0.19636 -0.32387 -1.22071
H -4.41780 0.33347 -3.26650
H 4.23924 -4.29958 1.95271
C -1.05942 -0.83614 2.85262
C -3.44728 0.11564 -1.36999
C -1.62076 1.66685 3.91789
C 2.91106 3.33234 -0.23594
H -2.31285 -3.44090 -3.13512
N -0.62525 -0.73626 -3.20836
C 3.01817 -2.78982 2.86791
O -0.21213 0.29998 -5.18109
C -2.81266 1.73986 -3.03471
H -3.04819 0.64910 5.14939
N -1.39040 -2.54279 -1.48697
*
```

Löwdin atomic charge list, values in e, 8 entries: 0.03 -0.07 -0.15 -0.40 0.12 0.11 0.12 -0.04



3.
Density functional theory data (ωB97M-V/def2-TZVPD) for one molecule with the formula C25H25ClN2O3.

Summary:
SMILES string: COc1ccc(CCNC(=O)C[C@@H](NC(=O)c2ccccc2Cl)c2ccccc2)cc1
Lowest unoccupied orbital energy, Ha: 0.02596
Kohn-Sham gap, eV: 8.88
Max |F|, eV Å⁻¹: 0.70

Geometry as ORCA input:
```
! RIJCOSX wB97M-V def2-TZVPD def2/J DEFGRID3
* xyz 0 1
C -0.01932 -3.23771 4.46228
H -0.73942 5.00898 -4.63154
C -1.02690 -1.44400 -1.92181
H -2.77541 -1.29918 -0.87796
H -1.79446 -3.57178 3.33616
C 1.18454 1.21850 -0.01034
H 3.60050 -2.52496 6.74011
H 3.74705 -1.99365 5.04630
C -1.50803 0.89935 -2.61506
H -2.27715 1.12592 -1.86216
C 1.27214 -1.30494 3.86381
H -1.64577 -0.44384 1.29908
H 3.20814 2.96651 2.06841
C 0.34275 -1.01051 2.88082
C 3.66643 1.04330 1.23029
C -2.53137 2.46589 -5.93252
O -1.19208 1.34842 0.10678
C -1.62314 -0.58376 -3.02891
C -0.76744 -1.81281 2.67070
H -0.14485 -4.10298 5.09398
H 2.81353 -1.01613 6.21466
Cl 0.65944 3.64549 1.06184
H -2.66385 -0.85141 -3.20714
C -1.07057 3.12411 -3.68529
O 0.12663 -1.83065 -1.96347
C -0.93447 -2.93317 3.47765
C 3.08343 -2.03467 5.91656
H 0.48661 -0.13174 2.27074
H 4.62709 0.97580 1.71861
N -1.85573 -1.71105 -0.89775
H -3.10787 2.20318 -6.80727
C -0.19706 1.23897 -0.58433
C -1.72910 -1.49997 1.56017
H 3.84796 -0.85120 0.24651
H -0.50919 3.38976 -2.80181
H -2.03836 4.42198 -6.64971
O 1.94436 -2.81783 5.66149
C -1.93342 3.71030 -5.84459
C -1.39694 -2.34433 0.32001
H -2.75538 -1.69813 1.87632
N -0.24777 1.11240 -1.92766
H -1.04062 -0.75619 -3.93561
C 1.63581 2.24212 0.81910
H -0.31437 -2.45774 0.22045
C -1.65830 1.86640 -3.76976
H 0.59821 0.91288 -2.43910
C 2.87534 2.16024 1.43404
H 2.12059 -0.65078 3.99062
H -2.87576 0.58775 -4.99226
C -1.20427 4.03776 -4.71441
C -2.39606 1.55000 -4.90313
H -1.83978 -3.34257 0.40669
C 1.99822 0.10795 -0.21667
H 1.64622 -0.69903 -0.84318
C 3.23099 0.01973 0.40458
C 1.09821 -2.42697 4.66468
*
```

Löwdin atomic charge list, values in e, 8 entries: 0.00 0.10 -0.50 0.15 0.11 -0.17 0.09 0.09



4.
Density functional theory data (ωB97M-V/def2-TZVPD) for a 4-piece molecular cluster, C25H25F3INO15S4 overall in a non-equilibrium geometry.

Summary:
SMILES string: NCCc1cc(CC(=O)I)c2c(c1)C(=O)c1ccc(S)c(C(F)(F)F)c1C2=O.O=S1(=O)OCCO1.O=S1(=O)OCCO1.O=S1(=O)OCCO1
Lowest unoccupied orbital energy, Ha: -0.07560
Kohn-Sham gap, eV: 6.79
Max |F|, eV Å⁻¹: 9.14

Geometry as ORCA input:
```
! RIJCOSX wB97M-V def2-TZVPD def2/J DEFGRID3
* xyz 0 1
H -1.67583 -0.89271 4.99270
C -3.26376 0.70215 5.41794
S -9.93874 -4.20980 0.99326
O -5.31758 1.34800 -1.38706
H 1.46164 -1.70759 2.32815
H -6.99682 -1.07747 -2.42910
S -1.84600 3.24700 -4.74339
H 6.01930 -2.00665 -2.35315
H 13.20528 1.03032 -1.45011
C -0.91458 0.26994 0.75441
H 7.62329 -0.74263 -1.01142
N 2.08560 -1.38988 1.55375
C -3.46011 3.42836 -2.84454
O -3.29534 3.88143 -5.14004
F -8.86870 -1.78523 4.15579
O 5.58900 -0.35973 1.44546
O 10.36959 2.26025 -2.32609
C 5.69416 -1.03436 -1.97340
C -3.98550 -0.13375 2.06723
O -0.86726 4.30930 -4.74162
C 11.82597 -0.05800 -0.16751
C -1.16609 -0.10198 2.33154
H 13.33382 -0.74421 -1.59946
H -10.44120 -4.07469 2.31032
H 12.38348 0.25896 0.71793
H -5.05895 4.24420 -4.09878
O 3.92134 0.94194 0.03884
H -3.96030 2.80618 -2.09756
C -8.30913 -2.51086 -0.85034
C -6.30257 -0.73232 -0.07782
S 10.33034 0.86639 -1.94301
O 11.68432 0.14724 -2.49979
O -1.67335 2.01767 -5.48505
C -5.56608 -0.32410 2.58067
H -0.21614 -0.24116 3.00971
F -6.63846 -2.61379 4.42409
C -2.67003 -0.29697 3.03088
H 2.05265 -1.33574 -0.62725
H -2.11137 0.76991 -1.34052
H -3.47546 -1.59734 4.81677
H 7.34055 0.34537 -2.39854
C 1.31202 -1.13173 0.26329
C -3.73787 0.25864 0.46016
C -7.64927 -2.30524 2.00190
C -7.17845 -1.38417 -1.30146
C 6.87026 -0.15816 -1.55057
C -7.86996 -2.73712 3.55848
O 9.20620 0.00410 -2.22439
H -8.94429 -2.99552 -1.73701
C -2.78956 -0.66747 4.62615
C -8.54874 -2.94708 0.74614
S 5.08695 0.09888 0.16924
C 12.64445 0.08969 -1.44735
C -6.53546 -1.15753 1.52314
H 0.73703 0.85953 -0.86074
H 0.44656 -1.94903 0.17995
I -3.14671 2.67714 4.38546
O 6.31940 0.79325 -0.64275
H 5.08246 -0.53419 -2.73116
H 2.59650 -0.50690 1.83365
H 11.48697 -1.09030 -0.03339
H -4.66095 2.53407 -4.42260
H -3.28208 4.42479 -2.42745
O 10.67636 0.76612 -0.35301
C 0.65749 0.40676 0.21585
C -2.24145 0.47424 -0.20295
C -4.25007 3.51134 -4.14792
O 4.90006 -1.19886 -0.79971
H 1.22640 1.01805 1.03622
O -2.19881 2.86358 -3.19859
F -8.27197 -4.17995 3.75517
O -5.96556 0.21422 3.73482
O -3.74959 0.64747 6.66574
C -5.12932 0.39779 -0.45818
*
```

Löwdin atomic charge list, values in e, 8 entries: 0.14 -0.63 0.68 -0.05 0.05 0.12 0.67 0.14



The lowest max |F| belongs to which entry? C25H25ClCrN5O2P